No. 1
Computed, not measured: C14H23CuN3O5 as an isolated structure at a distorted geometry, with wB97M-V/def2-TZVPD.

Output
LUMO energy (spin up / spin down) = -3.810 / -3.716 eV
total energy = -74227.8000 eV
gap between HOMO and LUMO (spin up / spin down) = 0.2338 / 0.2377 Eh
net charge = +1

Last column: natural (NBO) charge in e.
CARTESIAN COORDINATES (ANGSTROEM)
C -3.498 6.977 -0.117  -0.48
C -3.229 7.958 -1.112  0.07
H -3.275 7.184 0.965  0.21
H -4.375 6.273 -0.348  0.23
C -2.841 7.437 -2.383  -0.04
C -2.483 6.109 -2.348  -0.35
H -1.774 5.805 -1.529  0.23
H -2.509 5.533 -3.265  0.18
C -3.296 9.455 -0.916  -0.67
H -3.548 9.753 0.116  0.24
H -4.057 9.871 -1.590  0.25
H -2.342 9.931 -1.218  0.23
C -2.716 8.314 -3.616  -0.66
H -1.928 9.082 -3.492  0.24
H -3.638 8.859 -3.906  0.22
H -2.422 7.667 -4.456  0.23
Cu 0.196 1.102 -0.351  0.88
O -0.835 2.764 -0.582  -0.69
C -2.007 2.941 -1.016  0.66
O -1.201 0.090 -1.455  -0.68
C -2.205 0.653 -1.927  0.92
O -3.097 -0.031 -2.610  -0.44
N -2.615 1.979 -1.816  -0.47
C -4.139 0.872 -3.130  -0.09
C -3.834 2.237 -2.603  -0.24
H -5.090 0.513 -2.740  0.21
H -4.110 0.799 -4.224  0.22
H -4.609 2.664 -1.959  0.23
H -3.626 2.941 -3.414  0.22
C -2.848 4.066 -0.594  -0.41
C -2.723 4.875 0.508  -0.18
H -3.719 4.279 -1.221  0.21
H -1.732 5.107 0.916  0.22
H -3.585 5.058 1.188  0.23
C 3.963 -1.917 1.394  -0.29
O 3.776 -0.656 0.660  -0.46
C 2.534 -0.239 0.459  0.90
O 2.227 0.779 -0.210  -0.69
N 1.572 -1.002 1.005  -0.50
N 0.241 -0.494 0.860  -0.71
H 3.714 -1.816 2.462  0.19
H 5.033 -2.120 1.296  0.24
H 3.397 -2.749 0.947  0.20
H 1.740 -1.720 1.716  0.41
H -0.401 -1.234 0.561  0.40
H -0.118 -0.103 1.748  0.38

Forces on the atoms, in the same order (eV/Å):
C -1.42 1.12 -0.41
C 0.44 -0.38 1.21
H -0.95 0.34 -1.11
H 1.89 0.88 0.22
C -0.33 -0.03 -0.27
C 1.58 1.50 0.05
H -1.68 0.00 -0.99
H 0.38 -0.13 -0.14
C 0.89 0.01 0.44
H 0.12 -0.22 -0.47
H 0.04 -0.22 0.15
H -0.41 -0.10 0.22
C -0.75 -0.32 -0.55
H -0.30 -0.52 0.16
H 0.40 -0.31 0.27
H -0.06 0.37 0.14
Cu 0.43 0.91 -0.18
O -1.94 0.54 -0.59
C 2.10 0.99 1.57
O -2.51 1.06 -1.38
C 1.62 -0.86 0.88
O -0.74 0.57 -0.61
N 0.14 0.14 -0.28
C -0.29 -1.44 -0.21
C 0.66 0.77 0.44
H 0.07 -0.19 -0.23
H -0.04 0.00 0.37
H 0.03 -0.33 -0.22
H 0.04 0.00 0.20
C -0.72 -0.84 0.11
C 0.45 -1.54 0.44
H -0.12 -0.68 0.66
H -0.27 -0.59 0.25
H 0.78 0.33 -1.06
C 0.44 0.27 -0.28
O -0.21 -0.44 0.23
C -0.35 1.80 -1.29
O 1.79 -1.96 1.20
N -2.04 -0.54 0.85
N 0.06 -0.99 1.59
H 0.07 0.18 -0.38
H -0.30 0.05 0.07
H 0.20 0.42 -0.02
H -0.12 0.68 -0.58
H 0.44 0.21 -0.04
H 0.49 -0.52 -0.43


No. 2
Computed, not measured: a 8-piece molecular cluster, C39H82F9N5O9 overall at a distorted geometry, with wB97M-V/def2-TZVPD.

Output
LUMO energy = -5.596 eV
total energy = -92085.9895 eV
gap between HOMO and LUMO = 0.0940 Eh
net charge = +2

Last column: Mulliken charge in e.
CARTESIAN COORDINATES (ANGSTROEM)
C 1.224 -0.468 -1.793  0.34
C 0.890 -1.004 -0.442  0.34
O 1.117 -2.177 -0.050  -0.46
N 0.214 -0.034 0.504  3.06
H 0.673 -0.119 1.400  -1.00
H 0.405 0.873 0.102  -0.59
C -1.234 -0.252 0.819  -0.82
H 0.440 -0.038 -2.416  0.37
H 1.791 -1.190 -2.381  -0.85
H 1.911 0.361 -1.622  -0.26
H -1.267 -1.275 1.194  0.34
H -1.838 -0.104 -0.076  0.38
H -1.577 0.481 1.549  0.14
C 0.561 -3.900 2.631  -0.26
C 1.985 -4.296 2.435  0.50
O 2.252 -5.413 2.023  -0.50
N 3.041 -3.169 2.572  0.60
H 2.669 -2.231 2.535  -0.09
H 3.312 -3.159 3.545  0.52
C 4.208 -3.429 1.557  -0.72
H -0.217 -4.525 2.191  0.32
H 0.381 -2.879 2.295  -0.34
H 0.351 -3.875 3.700  0.46
H 4.983 -2.700 1.793  0.41
H 3.839 -3.169 0.565  0.22
H 4.747 -4.375 1.608  0.36
C 2.164 5.184 2.835  -1.09
C 2.860 3.856 3.219  0.80
O 3.630 3.734 4.156  -0.48
N 2.575 2.665 2.245  1.53
H 2.207 1.975 2.885  -0.60
H 1.846 2.903 1.588  -0.39
C 3.895 2.140 1.556  -0.64
H 2.912 5.702 2.235  0.40
H 2.014 5.903 3.641  0.42
H 1.246 5.089 2.254  0.20
H 3.580 1.370 0.852  0.01
H 4.533 1.747 2.347  0.36
H 4.206 2.976 0.929  0.41
C -0.694 1.505 -5.555  -1.22
C -1.344 2.656 -4.813  -0.60
C -2.121 2.243 -3.599  0.35
C -2.727 3.443 -2.890  -0.87
N -3.795 3.068 -1.813  0.38
C -5.145 2.744 -2.504  -0.59
C -6.239 3.389 -1.695  -0.71
C -5.633 4.222 -0.492  -0.44
C -4.152 4.314 -0.932  -0.84
C -3.447 1.845 -0.976  -1.49
H 0.010 0.984 -4.906  0.06
H -0.070 1.695 -6.429  0.39
H -1.442 0.731 -5.727  0.43
H -2.007 3.195 -5.490  0.48
H -0.530 3.338 -4.570  0.23
H -1.414 1.699 -2.973  -0.54
H -2.854 1.537 -3.991  0.73
H -3.254 4.129 -3.553  0.64
H -1.885 4.008 -2.489  0.23
H -5.221 1.667 -2.658  0.41
H -5.135 3.260 -3.465  0.39
H -6.922 2.613 -1.350  0.35
H -6.672 4.053 -2.443  0.31
H -5.765 3.666 0.436  0.13
H -6.150 5.178 -0.407  0.42
H -3.322 4.471 -0.244  0.50
H -4.085 5.237 -1.506  0.47
H -3.406 0.948 -1.595  0.49
H -4.124 1.886 -0.123  0.79
H -2.461 2.160 -0.636  0.16
C 4.405 -1.903 -3.407  -1.31
C 3.424 -2.961 -3.826  -0.70
C 3.215 -3.966 -2.716  0.51
C 2.501 -5.231 -3.303  -1.32
N 2.105 -6.283 -2.214  0.36
C 1.534 -7.513 -2.921  -0.56
C 0.515 -8.152 -2.018  -0.71
C 0.148 -7.139 -0.925  -0.69
C 0.817 -5.872 -1.329  -0.16
C 3.338 -6.732 -1.328  -0.80
H 4.178 -1.382 -2.477  0.16
H 4.530 -1.242 -4.265  0.35
H 5.345 -2.414 -3.194  0.51
H 3.669 -3.470 -4.758  0.60
H 2.459 -2.473 -3.963  0.24
H 2.757 -3.582 -1.804  -0.13
H 4.205 -4.264 -2.370  0.42
H 3.272 -5.698 -3.917  0.46
H 1.625 -4.915 -3.869  0.39
H 2.323 -8.232 -3.143  0.37
H 1.068 -7.171 -3.846  0.41
H 0.826 -9.118 -1.619  0.38
H -0.345 -8.407 -2.638  0.29
H 0.465 -7.533 0.040  0.33
H -0.914 -6.988 -0.727  0.48
H 1.218 -5.189 -0.581  -0.05
H 0.114 -5.284 -1.919  0.36
H 3.188 -7.623 -0.718  0.39
H 3.556 -5.946 -0.606  0.16
H 4.200 -6.961 -1.955  0.34
C 1.193 -0.146 4.124  -0.52
O 0.561 0.994 3.534  0.80
O 1.936 -0.622 3.027  -1.57
C 2.035 0.290 5.394  0.40
F 1.251 0.372 6.499  -0.28
F 2.963 -0.629 5.721  -0.31
F 2.735 1.439 5.271  -0.18
C -0.424 1.673 4.245  -0.76
C -0.804 2.976 3.514  -0.77
H -0.838 2.842 2.433  -0.05
H -1.760 3.420 3.793  0.43
H -0.008 3.676 3.768  0.19
H -0.105 2.085 5.203  0.43
H -1.322 1.082 4.427  0.29
H 0.376 -0.808 4.413  0.57
C -4.594 -0.065 4.828  0.08
O -5.685 0.705 4.504  -0.27
O -5.036 -0.628 6.034  -0.88
C -4.078 -0.968 3.587  0.80
F -4.908 -1.959 3.344  -0.31
F -3.765 -0.452 2.448  -0.29
F -2.882 -1.546 3.953  -0.29
C -5.518 1.882 3.774  0.67
C -6.859 2.573 3.794  -1.39
H -7.127 2.822 4.822  0.36
H -6.880 3.463 3.164  0.37
H -7.583 1.877 3.371  0.33
H -5.189 1.683 2.755  -0.30
H -4.695 2.475 4.173  0.17
H -3.721 0.540 5.076  0.03
C 0.886 3.628 -1.055  0.82
O 2.105 3.054 -1.391  -0.13
O 0.521 2.913 0.057  -0.75
C 0.877 5.216 -1.098  0.46
F 1.753 5.865 -0.324  -0.27
F 1.142 5.808 -2.331  -0.32
F -0.266 5.790 -0.746  -0.24
C 2.551 3.017 -2.772  -0.05
C 3.784 2.208 -2.975  -1.16
H 4.587 2.573 -2.335  0.29
H 3.605 1.134 -2.924  0.08
H 4.220 2.359 -3.963  0.48
H 2.783 3.992 -3.200  0.44
H 1.696 2.651 -3.342  -0.03
H 0.224 3.329 -1.868  -0.86

Forces on the atoms, in the same order (eV/Å):
C 0.91 0.15 0.06
C -0.48 -4.05 1.24
O -0.70 4.36 -1.22
N 0.29 -1.06 -1.31
H 1.24 0.01 1.52
H -0.09 1.97 0.10
C -0.14 -0.33 -0.47
H -0.45 -0.14 0.44
H -0.29 -0.19 0.22
H 0.10 0.42 0.09
H -0.54 0.23 0.09
H 0.18 -0.34 -0.01
H 0.42 -0.20 0.19
C -0.25 1.26 0.86
C -1.49 -2.15 -2.09
O 0.99 2.85 1.04
N 1.26 -3.62 -1.25
H -1.39 2.08 -0.36
H 0.81 -0.36 0.63
C 0.05 1.56 1.01
H 0.70 -0.47 -0.14
H 0.26 0.10 0.07
H -0.03 0.04 0.27
H -0.20 0.24 0.10
H -0.20 -0.37 0.16
H -0.99 -0.29 0.30
C 0.58 -0.59 -0.18
C 0.98 1.43 1.86
O -2.02 -0.37 -3.00
N 2.83 0.68 1.20
H -0.51 -1.09 0.24
H -0.86 0.25 -1.26
C -2.34 0.63 0.19
H 0.03 -0.07 -0.49
H 0.01 -0.69 0.50
H 0.18 -0.27 -0.02
H -0.04 -0.15 0.31
H 0.11 0.44 -0.30
H 0.61 -0.07 0.47
C 0.00 -1.24 0.79
C 0.95 1.03 -1.23
C -0.20 -0.40 -0.30
C -0.36 -0.50 0.57
N -1.13 0.48 -0.95
C 1.30 0.52 -0.30
C -0.25 0.31 0.54
C 0.53 -1.77 -0.94
C 0.29 0.43 -0.24
C 0.97 2.49 0.06
H 0.22 0.04 0.49
H -0.64 0.49 -0.18
H -0.06 0.01 -0.66
H -0.02 0.10 -0.11
H -0.12 0.39 0.29
H -0.20 -0.06 0.50
H -0.39 -0.12 0.40
H 0.03 -0.22 -0.15
H -0.30 0.07 0.75
H 0.03 0.16 0.09
H 0.33 -0.41 -0.10
H -0.31 0.46 -0.02
H -0.81 0.03 0.66
H 0.04 0.09 0.02
H 0.44 0.00 0.01
H -0.34 -0.55 0.62
H 0.14 -0.40 -0.90
H -0.33 0.19 0.25
H -0.10 -0.69 -0.16
H 0.29 -0.71 0.44
C 0.95 -0.45 -0.61
C -1.45 0.33 1.00
C 0.22 -1.68 0.03
C 1.02 0.54 2.15
N -0.71 -0.69 0.09
C 0.65 -0.03 -0.18
C -1.21 -0.56 -0.10
C 0.20 -0.96 1.11
C 1.76 1.10 -0.47
C -0.87 0.81 -0.23
H -0.46 0.17 -0.19
H 0.29 0.40 0.43
H 0.35 0.23 -0.21
H 0.28 0.17 0.00
H -0.25 0.00 -0.53
H -0.57 0.32 -0.23
H 0.20 -0.29 -0.02
H -0.48 -0.33 -0.25
H -0.11 -0.51 0.12
H 0.20 0.39 -0.23
H 0.20 0.09 0.04
H 0.26 0.25 0.19
H -0.13 0.08 0.07
H 0.53 0.22 0.03
H -0.10 0.07 -0.64
H -0.17 -0.32 0.33
H 0.49 0.01 -0.65
H -0.89 -0.07 -0.36
H 0.02 0.19 -0.34
H -0.23 0.38 -0.30
C 0.92 0.14 -2.48
O 0.60 0.50 -0.17
O -0.24 -0.42 1.28
C 0.11 -0.65 0.80
F 0.10 0.39 -0.92
F -0.02 -0.50 -0.54
F -0.87 -0.19 -0.46
C -1.92 1.80 0.86
C 0.56 -0.47 -0.39
H 0.15 -0.01 -0.21
H 0.08 -0.29 0.41
H -0.14 0.37 -0.32
H 0.39 -0.76 0.36
H 0.07 -0.47 -0.05
H 0.11 -0.34 0.64
C -0.84 -1.36 4.56
O -1.14 1.25 -2.07
O 2.32 -0.64 -3.39
C -0.79 -1.47 4.60
F -0.76 -0.92 -0.45
F 0.28 2.42 -3.34
F 0.44 -0.29 0.46
C 0.19 -0.18 -0.05
C 0.09 0.01 -0.29
H -0.12 0.00 -0.14
H 0.10 0.24 0.10
H -0.16 0.00 0.23
H -0.10 -0.16 -0.75
H 0.08 0.39 0.51
H 0.82 0.82 -0.44
C -0.94 -2.16 0.39
O 3.03 0.25 -1.23
O -0.34 1.52 0.31
C 0.96 2.22 -0.19
F 1.16 -1.03 0.93
F -0.25 -1.86 0.07
F -1.66 -1.00 0.15
C -0.97 1.00 0.00
C 0.59 -0.44 -0.08
H -0.11 -0.42 0.44
H 0.26 -0.09 0.50
H -0.43 0.19 -0.27
H -0.30 0.43 0.45
H -0.12 -0.29 -0.35
H -0.71 0.51 -0.77


No. 3
Computed, not measured: C50H43AuBF3N6O2Sb as an isolated structure, with wB97M-V/def2-TZVPD.

Output
LUMO energy = -4.626 eV
total energy = -84638.4555 eV
gap between HOMO and LUMO = 0.2140 Eh
net charge = +1

Last column: Mulliken charge in e.
CARTESIAN COORDINATES (ANGSTROEM)
Au 0.626 1.866 0.837  0.64
C 0.130 5.276 -3.295  -1.33
C 0.403 4.869 -1.889  1.03
C 0.620 5.672 -0.775  -1.12
C 0.840 4.810 0.291  -0.09
N 0.743 3.559 -0.181  0.09
N 0.478 3.586 -1.506  0.20
B 0.225 2.283 -2.324  -0.15
N 1.345 1.280 -1.911  1.32
N 1.764 1.124 -0.628  0.04
C 2.761 0.224 -0.586  -0.65
C 2.980 -0.205 -1.892  -0.76
C 2.086 0.487 -2.694  0.43
C 1.910 0.422 -4.171  -1.42
C 3.506 -0.161 0.620  0.99
C 3.642 0.678 1.724  0.25
C 4.378 0.279 2.827  -0.92
C 4.996 -0.963 2.842  -0.59
C 4.884 -1.797 1.738  -0.71
C 4.148 -1.398 0.635  -0.91
N -1.163 1.732 -2.056  0.73
N -1.537 1.285 -0.828  0.64
C -2.811 0.914 -0.940  0.14
C -3.266 1.136 -2.252  -0.99
C -2.190 1.637 -2.937  0.16
C -2.094 2.002 -4.381  -1.55
C -3.567 0.271 0.148  -0.01
C -4.904 -0.079 -0.044  -0.31
C -5.607 -0.761 0.935  -0.92
C -4.987 -1.114 2.125  -0.75
C -3.661 -0.764 2.329  -0.41
C -2.962 -0.076 1.351  0.88
C 1.196 5.090 1.689  -0.01
C 2.349 4.531 2.234  0.12
C 2.685 4.780 3.555  -0.81
C 1.873 5.594 4.334  -0.49
C 0.733 6.167 3.787  -0.76
C 0.395 5.920 2.465  -0.48
H 0.188 6.359 -3.376  0.39
H -0.867 4.962 -3.603  0.17
H 0.851 4.835 -3.981  0.28
H 0.666 6.747 -0.749  0.57
H 0.341 2.534 -3.481  -0.08
H 3.734 -0.896 -2.227  0.68
H 2.573 -0.336 -4.584  0.42
H 2.144 1.378 -4.639  0.35
H 0.882 0.165 -4.427  0.14
H 3.212 1.671 1.717  0.53
H 4.483 0.947 3.672  0.47
H 5.574 -1.274 3.702  0.43
H 5.372 -2.762 1.734  0.46
H 4.051 -2.067 -0.210  0.41
H -4.237 0.926 -2.667  0.49
H -3.024 1.736 -4.880  0.43
H -1.282 1.469 -4.876  0.22
H -1.928 3.070 -4.524  0.23
H -5.402 0.180 -0.969  0.40
H -6.644 -1.023 0.765  0.43
H -5.531 -1.659 2.885  0.44
H -3.169 -1.048 3.251  0.39
H -1.922 0.171 1.498  -0.22
H 3.002 3.932 1.608  0.64
H 3.591 4.359 3.971  0.46
H 2.137 5.795 5.363  0.43
H 0.105 6.807 4.391  0.42
H -0.501 6.354 2.039  0.49
F -3.256 -5.373 4.265  -0.35
C -2.535 -4.723 3.334  0.31
C -2.664 -5.098 2.010  -0.70
C -1.920 -4.419 1.056  -0.27
C -1.073 -3.372 1.417  0.12
C -0.963 -3.037 2.764  -0.57
C -1.690 -3.710 3.737  -0.54
Sb 0.148 -2.298 0.034  0.57
C -1.178 -2.260 -1.645  0.53
C -2.556 -2.437 -1.554  -0.59
C -3.365 -2.364 -2.681  -0.74
C -2.778 -2.098 -3.898  0.05
F -3.557 -2.004 -4.994  -0.41
C -1.416 -1.915 -4.036  -1.05
C -0.625 -1.998 -2.899  -0.50
C 1.269 -4.001 -0.627  0.46
C 0.889 -4.814 -1.692  -0.25
C 1.629 -5.939 -2.034  -0.71
C 2.750 -6.242 -1.287  0.23
F 3.472 -7.329 -1.611  -0.33
C 3.154 -5.470 -0.216  -0.61
C 2.404 -4.347 0.105  -0.76
H -3.327 -5.910 1.746  0.48
H -2.002 -4.724 0.020  0.46
H -0.295 -2.235 3.065  0.26
H -1.609 -3.468 4.789  0.46
H -3.021 -2.623 -0.593  0.40
H -4.437 -2.500 -2.619  0.49
H -0.997 -1.727 -5.017  0.53
H 0.449 -1.872 -3.000  0.82
H 0.006 -4.576 -2.274  0.34
H 1.346 -6.579 -2.858  0.48
H 4.032 -5.755 0.349  0.47
H 2.710 -3.743 0.952  0.56
C -0.163 0.913 4.548  -1.30
C 0.093 1.269 3.139  0.86
O 0.533 0.420 2.288  -0.55
O -0.117 2.442 2.670  -0.68
H 0.725 0.441 4.968  0.36
H -0.977 0.188 4.579  0.24
H -0.435 1.799 5.116  0.41

Forces on the atoms, in the same order (eV/Å):
Au 0.68 0.21 0.45
C 0.00 0.01 0.00
C -0.03 0.00 -0.01
C 0.03 0.02 -0.02
C 0.04 -0.01 -0.01
N -0.20 -0.05 -0.09
N 0.03 0.10 0.04
B -0.13 -0.06 0.00
N 0.05 -0.02 0.10
N -0.38 -0.10 -0.13
C 0.05 0.05 -0.06
C 0.07 0.03 -0.02
C -0.08 -0.06 0.00
C 0.00 0.01 -0.01
C -0.02 -0.02 0.04
C 0.03 0.07 -0.04
C 0.01 -0.02 0.02
C -0.01 0.01 -0.01
C 0.00 0.01 0.01
C -0.06 -0.05 0.01
N 0.01 -0.06 -0.10
N 0.08 0.07 0.13
C 0.06 -0.01 -0.01
C -0.01 -0.08 -0.05
C 0.00 0.05 -0.01
C 0.00 0.00 0.02
C 0.00 0.00 -0.02
C -0.01 0.04 0.00
C 0.00 -0.01 0.00
C -0.01 0.01 -0.02
C -0.01 0.01 0.04
C 0.03 -0.06 0.01
C 0.00 0.01 0.01
C 0.01 0.00 -0.01
C 0.00 0.00 0.01
C 0.00 0.00 0.00
C 0.00 0.00 0.00
C -0.02 -0.02 0.02
H 0.00 0.00 0.00
H 0.00 0.00 0.00
H 0.00 0.00 0.00
H 0.00 0.00 0.00
H 0.07 0.03 -0.01
H 0.02 0.01 0.02
H 0.00 0.00 0.00
H 0.00 0.00 0.01
H 0.00 0.00 0.00
H -0.03 0.01 -0.02
H 0.00 0.00 0.00
H 0.00 0.00 0.00
H 0.00 0.00 0.00
H 0.00 0.03 -0.02
H 0.00 -0.02 -0.01
H 0.00 0.00 0.01
H 0.00 -0.01 -0.01
H 0.01 -0.01 -0.01
H 0.00 0.01 0.00
H 0.00 0.00 0.00
H 0.00 0.00 0.00
H 0.02 -0.01 0.00
H 0.16 -0.01 0.03
H 0.00 0.01 0.00
H 0.00 0.00 0.00
H 0.00 0.00 0.00
H 0.00 0.00 0.00
H 0.00 0.00 0.00
F 0.02 0.01 -0.02
C -0.02 -0.01 0.02
C 0.00 0.01 -0.02
C 0.04 -0.02 0.01
C 0.00 0.01 0.03
C -0.02 0.04 -0.01
C 0.01 0.01 0.01
Sb -0.09 0.01 -0.12
C -0.03 -0.02 0.00
C -0.01 0.02 0.02
C -0.01 0.01 0.04
C -0.02 0.02 -0.04
F 0.03 0.00 0.04
C 0.03 0.00 0.00
C 0.00 0.05 -0.01
C -0.03 -0.05 0.02
C 0.02 0.03 -0.04
C 0.01 0.01 0.02
C 0.01 -0.03 -0.02
F -0.01 0.02 0.01
C 0.01 0.02 0.03
C 0.00 -0.04 0.00
H 0.00 0.00 0.00
H 0.00 0.00 0.00
H -0.01 -0.01 0.00
H 0.00 0.00 0.00
H -0.01 0.00 0.01
H 0.00 0.00 0.01
H 0.00 0.00 0.01
H 0.00 0.00 -0.01
H 0.00 -0.01 0.01
H 0.00 0.00 0.00
H 0.00 0.00 0.00
H -0.01 -0.02 0.01
C -0.01 0.03 0.00
C -0.18 0.11 -0.12
O 0.03 0.00 0.03
O -0.17 -0.30 -0.16
H 0.00 0.00 -0.01
H -0.02 -0.01 0.00
H 0.00 -0.01 0.00